This record from the OMol25 dataset describes a cluster of 11 separate species, C34H60N6O5S5 in total at a distorted geometry. The level of theory is ωB97M-V/def2-TZVPD.

Bonds (Å) are listed after each position.
Cartesian coordinates (Å):
1 C -19.189 7.835 5.284  S2 1.806, H5 1.088, H6 1.089, H7 1.089
2 S -19.687 9.553 5.538  C1 1.806, O3 1.487, C4 1.788
3 O -18.499 10.355 5.140  S2 1.487
4 C -20.843 9.642 4.177  S2 1.788, H8 1.091, H9 1.091, H10 1.086
5 H -18.495 7.849 4.446  C1 1.088
6 H -20.061 7.192 5.165  C1 1.089
7 H -18.663 7.606 6.210  C1 1.089
8 H -21.553 8.818 4.274  C4 1.091
9 H -20.273 9.495 3.259  C4 1.091
10 H -21.404 10.572 4.196  C4 1.086
11 C -14.183 6.977 6.949  S12 1.785, H15 1.095, H16 1.088, H17 1.089
12 S -13.386 7.490 5.437  C11 1.785, O13 1.493, C14 1.806
13 O -13.122 6.237 4.669  S12 1.493
14 C -14.883 8.155 4.676  S12 1.806, H18 1.093, H19 1.086, H20 1.088
15 H -14.844 6.141 6.697  C11 1.095
16 H -14.775 7.772 7.398  C11 1.088
17 H -13.462 6.578 7.660  C11 1.089
18 H -15.467 7.256 4.465  C14 1.093
19 H -14.611 8.643 3.744  C14 1.086
20 H -15.454 8.833 5.306  C14 1.088
21 C -16.492 4.294 4.897  S22 1.776, H25 1.097, H26 1.090, H27 1.089
22 S -17.652 2.983 4.593  C21 1.776, O23 1.503, C24 1.768
23 O -18.385 2.821 5.895  S22 1.503
24 C -18.747 3.795 3.467  S22 1.768, H28 1.093, H29 1.090, H30 1.090
25 H -16.022 4.584 3.948  C21 1.097
26 H -15.670 3.880 5.480  C21 1.090
27 H -16.967 5.167 5.342  C21 1.089
28 H -18.950 4.825 3.771  C24 1.093
29 H -19.708 3.285 3.517  C24 1.090
30 H -18.331 3.745 2.461  C24 1.090
31 C -11.447 5.046 1.483  S32 1.778, H35 1.091, H36 1.089, H37 1.087
32 S -13.202 5.140 1.747  C31 1.778, O33 1.512, C34 1.797
33 O -13.798 4.900 0.379  S32 1.512
34 C -13.308 3.537 2.552  S32 1.797, H38 1.091, H39 1.088, H40 1.087
35 H -10.926 5.088 2.441  C31 1.091
36 H -11.132 5.932 0.934  C31 1.089
37 H -11.215 4.136 0.934  C31 1.087
38 H -12.612 3.536 3.393  C34 1.091
39 H -12.996 2.785 1.830  C34 1.088
40 H -14.310 3.372 2.939  C34 1.087
41 C -15.841 2.397 0.028  S42 1.779, H45 1.090, H46 1.092, H47 1.089
42 S -17.304 2.727 -0.928  C41 1.779, O43 1.487, C44 1.787
43 O -18.312 3.234 0.040  S42 1.487
44 C -16.637 4.118 -1.831  S42 1.787, H48 1.087, H49 1.092, H50 1.089
45 H -16.095 1.650 0.781  C41 1.090
46 H -15.495 3.251 0.615  C41 1.092
47 H -15.018 2.064 -0.603  C41 1.089
48 H -17.241 4.338 -2.707  C44 1.087
49 H -15.627 3.825 -2.125  C44 1.092
50 H -16.565 5.006 -1.206  C44 1.089
51 N -19.766 0.903 7.415  C52 1.368, C55 1.366, H56 1.008
52 C -19.586 -0.446 7.544  N51 1.368, C53 1.365, H57 1.077
53 C -20.421 -0.886 8.530  C52 1.365, C54 1.426, H58 1.078
54 C -21.133 0.247 9.024  C53 1.426, C55 1.371, H59 1.077
55 C -20.727 1.330 8.288  N51 1.366, C54 1.371, H60 1.079
56 H -19.301 1.464 6.719  N51 1.008
57 H -18.812 -0.965 7.001  C52 1.077
58 H -20.431 -1.878 8.950  C53 1.078
59 H -21.882 0.233 9.798  C54 1.077
60 H -20.969 2.379 8.348  C55 1.079
61 N -14.134 -0.080 7.479  C62 1.368, C65 1.365, H66 1.004
62 C -15.083 0.755 6.956  N61 1.368, C63 1.367, H67 1.076
63 C -15.709 0.085 5.942  C62 1.367, C64 1.420, H68 1.076
64 C -15.140 -1.214 5.876  C63 1.420, C65 1.369, H69 1.077
65 C -14.187 -1.294 6.856  N61 1.365, C64 1.369, H70 1.077
66 H -13.552 0.141 8.267  N61 1.004
67 H -15.210 1.756 7.331  C62 1.076
68 H -16.511 0.474 5.339  C63 1.076
69 H -15.417 -1.994 5.186  C64 1.077
70 H -13.436 -2.048 7.014  C65 1.077
71 N -17.138 -1.943 2.314  C72 1.369, C75 1.363, H76 1.003
72 C -18.012 -1.825 3.362  N71 1.369, C73 1.367, H77 1.076
73 C -18.303 -0.499 3.512  C72 1.367, C74 1.423, H78 1.080
74 C -17.550 0.225 2.545  C73 1.423, C75 1.369, H79 1.075
75 C -16.851 -0.704 1.823  N71 1.363, C74 1.369, H80 1.077
76 H -16.781 -2.819 1.980  N71 1.003
77 H -18.285 -2.701 3.926  C72 1.076
78 H -18.922 -0.106 4.304  C73 1.080
79 H -17.643 1.277 2.341  C74 1.075
80 H -16.185 -0.597 0.983  C75 1.077
81 N -19.744 4.857 7.233  C82 1.357, C85 1.371, H86 1.013
82 C -19.587 5.841 8.155  N81 1.357, C83 1.378, H87 1.078
83 C -20.762 6.558 8.231  C82 1.378, C84 1.430, H88 1.077
84 C -21.667 5.945 7.309  C83 1.430, C85 1.372, H89 1.078
85 C -21.011 4.899 6.710  N81 1.371, C84 1.372, H90 1.076
86 H -19.048 4.186 6.930  N81 1.013
87 H -18.631 5.962 8.638  C82 1.078
88 H -20.914 7.489 8.751  C83 1.077
89 H -22.676 6.278 7.126  C84 1.078
90 H -21.316 4.093 6.068  C85 1.076
91 N -16.005 6.703 0.846  C92 1.370, C95 1.359, H96 1.014
92 C -15.867 8.040 1.113  N91 1.370, C93 1.371, H97 1.077
93 C -16.991 8.463 1.773  C92 1.371, C94 1.426, H98 1.079
94 C -17.852 7.333 1.886  C93 1.426, C95 1.376, H99 1.078
95 C -17.208 6.266 1.303  N91 1.359, C94 1.376, H100 1.079
96 H -15.294 6.149 0.379  N91 1.014
97 H -15.013 8.607 0.783  C92 1.077
98 H -17.211 9.427 2.206  C93 1.079
99 H -18.803 7.279 2.392  C94 1.078
100 H -17.534 5.253 1.126  C95 1.079
101 N -21.760 6.191 1.318  C102 1.368, C105 1.364, H106 1.004
102 C -22.375 7.115 2.117  N101 1.368, C103 1.365, H107 1.077
103 C -22.557 6.555 3.349  C102 1.365, C104 1.422, H108 1.077
104 C -22.000 5.249 3.291  C103 1.422, C105 1.370, H109 1.076
105 C -21.561 5.033 2.011  N101 1.364, C104 1.370, H110 1.077
106 H -21.528 6.372 0.357  N101 1.004
107 H -22.533 8.120 1.762  C102 1.077
108 H -23.024 6.950 4.236  C103 1.077
109 H -21.927 4.511 4.071  C104 1.076
110 H -21.065 4.186 1.569  C105 1.077

Output
Relative energy (zero: lowest compared OMol25 entry of this formula, charge and spin)   0.0 kcal/mol
Kohn-Sham gap   7.776 eV
Electronic energy   -4027.03121 a.u.
Multiplicity   1

Atom charges from the Mulliken analysis, given in e for atoms 1 to 6: 0.2089, 0.3780, -0.6514, -0.5839, -0.3150, -0.0197

***

This record from the OMol25 dataset describes a cluster of 13 separate species, C34H62B2Cl24O4 in total. The level of theory is ωB97M-V/def2-TZVPD.

Bonds (Å) are listed after each position.
Cartesian coordinates (Å):
1 C -0.565 -0.306 0.139  C2 1.541, H17 1.081, H18 1.082, H19 1.079
2 C -1.734 0.160 1.029  C1 1.541, B3 1.557, H20 1.081, H21 1.084
3 B -3.063 0.288 0.230  C2 1.557, O4 1.367, C5 1.594
4 O -3.496 -0.678 -0.635  B3 1.367, H22 0.963
5 C -3.942 1.609 0.389  B3 1.594, C6 1.345, C15 1.477
6 C -4.751 1.868 1.432  C5 1.345, B7 1.591, C11 1.484
7 B -5.054 0.916 2.670  C6 1.591, O8 1.385, C9 1.573
8 O -4.071 0.375 3.481  B7 1.385, H23 0.961
9 C -6.553 0.564 2.993  B7 1.573, C10 1.532, H24 1.088, H25 1.086
10 C -7.065 1.237 4.270  C9 1.532, H26 1.079, H27 1.080, H28 1.082
11 C -5.488 3.156 1.439  C6 1.484, O12 1.217, C13 1.481
12 O -5.902 3.643 2.474  C11 1.217
13 C -5.679 3.860 0.150  C11 1.481, C14 1.325, H29 1.074
14 C -4.877 3.581 -0.867  C13 1.325, C15 1.467, H30 1.071
15 C -3.813 2.584 -0.713  C5 1.477, C14 1.467, O16 1.214
16 O -2.850 2.575 -1.452  C15 1.214
17 H -0.571 0.142 -0.845  C1 1.081
18 H 0.364 -0.007 0.605  C1 1.082
19 H -0.549 -1.384 0.089  C1 1.079
20 H -1.487 1.119 1.464  C2 1.081
21 H -1.848 -0.532 1.856  C2 1.084
22 H -3.819 -1.462 -0.179  O4 0.963
23 H -3.868 0.915 4.249  O8 0.961
24 H -6.619 -0.515 3.118  C9 1.088
25 H -7.187 0.848 2.159  C9 1.086
26 H -6.816 2.287 4.315  C10 1.079
27 H -6.719 0.734 5.161  C10 1.080
28 H -8.145 1.174 4.291  C10 1.082
29 H -6.456 4.601 0.110  C13 1.074
30 H -5.017 4.102 -1.792  C14 1.071
31 Cl -1.398 -4.036 -0.191  C32 1.782
32 C -2.727 -5.118 -0.679  Cl31 1.782, C33 1.505, H35 1.087, H36 1.088
33 C -4.010 -4.367 -0.912  C32 1.505, Cl34 1.783, H37 1.088, H38 1.087
34 Cl -4.678 -3.710 0.605  C33 1.783
35 H -2.847 -5.871 0.096  C32 1.087
36 H -2.419 -5.609 -1.600  C32 1.088
37 H -4.759 -5.041 -1.323  C33 1.088
38 H -3.870 -3.540 -1.604  C33 1.087
39 Cl -0.397 6.768 -0.215  C40 1.782
40 C -0.330 5.994 -1.819  Cl39 1.782, C41 1.506, H43 1.087, H44 1.089
41 C -0.105 4.509 -1.714  C40 1.506, Cl42 1.787, H45 1.088, H46 1.083
42 Cl 1.530 4.123 -1.106  C41 1.787
43 H 0.458 6.478 -2.390  C40 1.087
44 H -1.285 6.185 -2.307  C40 1.089
45 H -0.196 4.052 -2.698  C41 1.088
46 H -0.824 4.042 -1.052  C41 1.083
47 Cl 2.595 -0.207 -2.940  C48 1.785
48 C 3.327 1.421 -2.954  Cl47 1.785, C49 1.504, H51 1.085, H52 1.088
49 C 3.369 2.013 -4.336  C48 1.504, Cl50 1.787, H53 1.089, H54 1.087
50 Cl 4.513 1.160 -5.412  C49 1.787
51 H 4.322 1.345 -2.528  C48 1.085
52 H 2.715 2.052 -2.312  C48 1.088
53 H 3.700 3.048 -4.279  C49 1.089
54 H 2.390 1.984 -4.808  C49 1.087
55 Cl -7.428 -4.782 3.022  C56 1.785
56 C -7.706 -6.529 2.775  Cl55 1.785, C57 1.507, H59 1.087, H60 1.086
57 C -6.528 -7.178 2.097  C56 1.507, Cl58 1.786, H61 1.085, H62 1.087
58 Cl -6.345 -6.634 0.406  C57 1.786
59 H -8.616 -6.646 2.193  C56 1.087
60 H -7.861 -6.968 3.757  C56 1.086
61 H -6.661 -8.255 2.068  C57 1.085
62 H -5.600 -6.958 2.619  C57 1.087
63 Cl -3.231 7.382 6.480  C64 1.784
64 C -3.145 7.005 4.738  Cl63 1.784, C65 1.503, H67 1.085, H68 1.088
65 C -2.878 5.547 4.485  C64 1.503, Cl66 1.782, H69 1.087, H70 1.086
66 Cl -1.234 5.071 4.981  C65 1.782
67 H -2.373 7.631 4.301  C64 1.085
68 H -4.105 7.277 4.304  C64 1.088
69 H -2.961 5.338 3.422  C65 1.087
70 H -3.586 4.918 5.017  C65 1.086
71 Cl 9.814 1.098 -1.976  C72 1.785
72 C 8.703 0.964 -3.367  Cl71 1.785, C73 1.504, H75 1.086, H76 1.088
73 C 7.922 2.229 -3.593  C72 1.504, Cl74 1.786, H77 1.088, H78 1.082
74 Cl 6.737 2.531 -2.291  C73 1.786
75 H 8.050 0.115 -3.188  C72 1.086
76 H 9.314 0.754 -4.243  C72 1.088
77 H 7.357 2.148 -4.520  C73 1.088
78 H 8.572 3.092 -3.658  C73 1.082
79 Cl -4.454 7.879 0.076  C80 1.782
80 C -5.511 8.658 -1.129  Cl79 1.782, C81 1.506, H83 1.086, H84 1.088
81 C -6.512 7.692 -1.704  C80 1.506, Cl82 1.784, H85 1.088, H86 1.087
82 Cl -5.740 6.472 -2.752  C81 1.784
83 H -4.884 9.090 -1.903  C80 1.086
84 H -6.032 9.462 -0.613  C80 1.088
85 H -7.230 8.224 -2.325  C81 1.088
86 H -7.054 7.172 -0.918  C81 1.087
87 Cl 9.525 -2.390 -2.520  C88 1.782
88 C 10.581 -2.178 -1.100  Cl87 1.782, C89 1.504, H91 1.086, H92 1.088
89 C 10.929 -3.495 -0.462  C88 1.504, Cl90 1.785, H93 1.088, H94 1.083
90 Cl 9.519 -4.270 0.311  C89 1.785
91 H 10.075 -1.514 -0.405  C88 1.086
92 H 11.488 -1.688 -1.449  C88 1.088
93 H 11.674 -3.342 0.317  C89 1.088
94 H 11.330 -4.187 -1.192  C89 1.083
95 Cl -8.397 -9.768 3.486  C96 1.784
96 C -8.676 -10.471 5.101  Cl95 1.784, C97 1.506, H99 1.086, H100 1.088
97 C -9.550 -9.588 5.951  C96 1.506, Cl98 1.782, H101 1.088, H102 1.087
98 Cl -8.731 -8.068 6.394  C97 1.782
99 H -7.706 -10.634 5.564  C96 1.086
100 H -9.158 -11.435 4.952  C96 1.088
101 H -9.798 -10.102 6.877  C97 1.088
102 H -10.473 -9.331 5.437  C97 1.087
103 Cl 1.164 -2.040 4.245  C104 1.782
104 C 1.437 -0.289 4.429  Cl103 1.782, C105 1.506, H107 1.086, H108 1.088
105 C 0.483 0.335 5.413  C104 1.506, Cl106 1.782, H109 1.089, H110 1.087
106 Cl -1.191 0.339 4.802  C105 1.782
107 H 1.344 0.166 3.447  C104 1.086
108 H 2.459 -0.159 4.779  C104 1.088
109 H 0.764 1.373 5.584  C105 1.089
110 H 0.492 -0.189 6.365  C105 1.087
111 Cl 12.301 -7.028 -5.390  C112 1.782
112 C 12.244 -7.341 -3.637  Cl111 1.782, C113 1.506, H115 1.087, H116 1.088
113 C 11.997 -6.086 -2.843  C112 1.506, Cl114 1.787, H117 1.089, H118 1.088
114 Cl 13.385 -4.963 -2.912  C113 1.787
115 H 13.180 -7.812 -3.351  C112 1.087
116 H 11.431 -8.044 -3.464  C112 1.088
117 H 11.844 -6.342 -1.796  C113 1.089
118 H 11.120 -5.553 -3.203  C113 1.088
119 Cl 8.686 4.515 -5.952  C120 1.782
120 C 9.543 3.944 -7.407  Cl119 1.782, C121 1.506, H123 1.087, H124 1.088
121 C 8.726 2.939 -8.176  C120 1.506, Cl122 1.783, H125 1.088, H126 1.087
122 Cl 8.544 1.404 -7.286  C121 1.783
123 H 10.493 3.523 -7.090  C120 1.087
124 H 9.737 4.816 -8.028  C120 1.088
125 H 9.224 2.706 -9.115  C121 1.088
126 H 7.731 3.318 -8.392  C121 1.087

Output
Relative energy (zero: lowest compared OMol25 entry of this formula, charge and spin)   0.0 kcal/mol
Kohn-Sham gap   8.075 eV
Electronic energy   -12728.09847 a.u.
Multiplicity   1

Atom charges from the Mulliken analysis, given in e for atoms 1 to 6: -1.0796, 0.0428, 0.5301, -0.8027, 0.0302, 0.7165